C16H31NO2 | wB97M-V/def2-TZVPD

Strongest force on any atom ... 0.5 eV/A
Energy relative to the best compared isomer or geometry (same formula, charge and spin) ... 54.5 kcal/mol
Total charge ... 0
Multiplicity ... 1
SMILES ... CC(C)=CCC/C(C)=C/CN(C[C@H](C)O)C[C@@H](C)O
HOMO ... -8.638 eV
Frontier orbital gap ... 0.3450 hartree

Last columns: bonded neighbours and bond lengths (Å).
Cartesian coordinates (Å):
1 H -3.43401 -3.85039 -1.75158  O36 0.963
2 C -0.15992 5.26051 -1.02122  C5 1.500, C22 1.328, C27 1.501
3 H -0.77771 -4.84766 -1.08620  C12 1.087
4 C 0.58024 1.58853 0.26649  C15 1.507, C18 1.499, C30 1.327
5 C 0.17771 6.19306 0.10373  C2 1.500, H10 1.089, H28 1.085, H38 1.091
6 H 2.34237 -4.76302 3.14889  C43 1.086
7 H -1.31540 -4.40539 -2.71262  C12 1.089
8 C -1.28465 -2.46235 0.17347  H11 1.091, H21 1.100, C24 1.535, N25 1.452
9 H -1.86041 -2.10240 -1.89341  C24 1.103
10 H -0.13901 7.20599 -0.14183  C5 1.089
11 H -1.41631 -3.29274 0.86915  C8 1.091
12 C -0.89034 -4.02286 -1.78534  H3 1.087, H7 1.089, H19 1.086, C24 1.527
13 H -0.91004 3.46865 -1.75095  C22 1.083
14 H 1.98517 1.19869 -1.32653  C18 1.085
15 C 0.03758 2.70956 1.11513  C4 1.507, C26 1.542, H42 1.091, H48 1.092
16 C 0.39747 -0.82279 -0.50530  H20 1.094, N25 1.459, C30 1.504, H46 1.095
17 H 1.28359 6.02429 -2.40326  C27 1.090
18 C 1.76783 1.94968 -0.57365  C4 1.499, H14 1.085, H29 1.089, H32 1.091
19 H 0.08712 -3.60203 -2.00082  C12 1.086
20 H 1.47082 -0.80471 -0.71540  C16 1.094
21 H -1.94101 -1.64605 0.51056  C8 1.100
22 C -0.73084 4.07078 -0.86927  C2 1.328, H13 1.083, C26 1.499
23 O 1.87700 -4.13962 0.64075  C37 1.409, H50 0.968
24 C -1.79751 -2.94939 -1.18937  C8 1.535, H9 1.103, C12 1.527, O36 1.415
25 N 0.11870 -2.09155 0.15869  C8 1.452, C16 1.459, C33 1.457
26 C -1.13700 3.43160 0.42378  C15 1.542, C22 1.499, H35 1.092, H39 1.091
27 C 0.22240 5.77638 -2.37828  C2 1.501, H17 1.090, H34 1.087, H40 1.090
28 H -0.29154 5.89650 1.03648  C5 1.085
29 H 1.58453 2.90015 -1.07174  C18 1.089
30 C -0.00286 0.39618 0.28023  C4 1.327, C16 1.504, H45 1.083
31 H 2.94782 -3.13544 2.84420  C43 1.087
32 H 2.64571 2.07182 0.06234  C18 1.091
33 C 0.74287 -2.18443 1.47242  N25 1.457, C37 1.539, H44 1.099, H49 1.092
34 H 0.01684 5.04228 -3.15321  C27 1.087
35 H -1.53574 4.17947 1.11280  C26 1.092
36 O -3.10201 -3.44032 -0.94552  H1 0.963, C24 1.415
37 C 1.16641 -3.63748 1.74875  O23 1.409, C33 1.539, H41 1.104, C43 1.524
38 H 1.25746 6.21404 0.25642  C5 1.091
39 H -1.92473 2.70157 0.22911  C26 1.091
40 H -0.33304 6.68608 -2.60631  C27 1.090
41 H 0.26565 -4.25598 1.90817  C37 1.104
42 H 0.82807 3.43367 1.31686  C15 1.091
43 C 2.04916 -3.72977 2.98725  H6 1.086, H31 1.087, C37 1.524, H47 1.087
44 H 0.09136 -1.82635 2.28214  C33 1.099
45 H -0.86465 0.25381 0.92008  C30 1.083
46 H -0.12681 -0.83182 -1.46646  C16 1.095
47 H 1.51303 -3.36800 3.86036  C43 1.087
48 H -0.31948 2.31402 2.06879  C15 1.092
49 H 1.64266 -1.56525 1.46066  C33 1.092
50 H 1.45616 -3.74852 -0.13892  O23 0.968

***

C16H31NO4P2S | wB97M-V/def2-TZVPD

Strongest force on any atom ... 4.3 eV/A
Total charge ... 0
Multiplicity ... 1
SMILES ... CCP(CC)COC[C@@H](CCCCn1cccc1)OCP(O)(O)=S
HOMO ... -8.098 eV
Frontier orbital gap ... 0.2852 hartree

Last columns: bonded neighbours and bond lengths (Å).
Cartesian coordinates (Å):
1 H -1.80735 -5.02130 -1.20107  C45 1.106
2 C 5.81043 0.02492 -0.13627  H5 1.117, H13 1.117, H42 1.114, C47 1.575
3 H -0.62614 -1.23222 2.85459  C36 1.122
4 C 1.19546 0.68998 2.86335  O16 1.421, H37 1.125, H38 1.125, C43 1.578
5 H 5.76897 0.13397 0.97423  C2 1.117
6 C -1.25440 -2.49989 0.03313  H12 1.115, H14 1.119, C52 1.580, C55 1.591
7 O -4.28537 2.21890 2.77367  P19 1.660, H40 0.979
8 H -0.12522 -0.60842 -0.17445  C52 1.124
9 H -4.29080 -5.96447 -2.02036  C39 1.105
10 H -1.96606 -0.48142 1.89323  C36 1.116
11 O -1.10501 1.67896 2.59416  C29 1.433, C43 1.456
12 H -0.72217 -3.47244 0.14743  C6 1.115
13 H 6.89326 -0.04010 -0.40467  C2 1.117
14 H -2.25617 -2.51274 0.53162  C6 1.119
15 H -1.87657 -1.17005 -1.63622  C55 1.121
16 O 2.29827 1.32690 2.23350  C4 1.421, C27 1.427
17 C -4.71129 -3.73639 -2.54190  C20 1.453, H23 1.106, C39 1.478
18 H 1.56487 3.28809 -3.11090  C25 1.114
19 P -3.27728 3.24830 1.94832  O7 1.660, C29 1.868, O30 1.678, S51 1.924
20 C -3.85850 -2.56920 -2.39338  C17 1.453, N32 1.373, H35 1.104
21 H 0.13714 1.15187 1.02008  C43 1.118
22 H -1.96368 1.62364 0.63939  C29 1.126
23 H -5.74234 -3.73457 -2.94269  C17 1.106
24 H -0.66575 -2.46485 -2.15144  C55 1.116
25 C 2.40763 3.09205 -2.40879  H18 1.114, C34 1.572, H41 1.119, H44 1.118
26 H 0.66673 -1.85326 0.88981  C52 1.122
27 C 2.84556 0.54691 1.17066  O16 1.427, H28 1.125, P33 1.886, H54 1.123
28 H 2.08691 -0.10871 0.65994  C27 1.125
29 C -1.71773 2.33440 1.47742  O11 1.433, P19 1.868, H22 1.126, H46 1.124
30 O -3.97756 3.79878 0.52651  P19 1.678, H48 0.978
31 H 1.22123 1.54262 -1.30920  C34 1.121
32 N -2.70906 -3.10051 -1.86304  C20 1.373, C45 1.373, C55 1.492
33 P 3.45979 1.76375 -0.13279  C27 1.886, C34 1.889, C47 1.879
34 C 2.28232 1.74340 -1.61004  C25 1.572, H31 1.121, P33 1.889, H49 1.128
35 H -4.05798 -1.50836 -2.62438  C20 1.104
36 C -0.86616 -0.66881 1.91446  H3 1.122, H10 1.116, C43 1.596, C52 1.571
37 H 1.41129 -0.35347 3.22291  C4 1.125
38 H 0.98707 1.28152 3.79728  C4 1.125
39 C -3.95560 -4.91208 -2.05987  H9 1.105, C17 1.478, C45 1.447
40 H -4.36081 1.39574 2.24915  O7 0.979
41 H 3.35126 3.05285 -3.00898  C25 1.119
42 H 5.26891 -0.88125 -0.49329  C2 1.114
43 C -0.14045 0.74815 2.02526  C4 1.578, O11 1.456, H21 1.118, C36 1.596
44 H 2.48090 3.96933 -1.71982  C25 1.118
45 C -2.65146 -4.45332 -1.63378  H1 1.106, N32 1.373, C39 1.447
46 H -0.98701 3.10586 1.11197  C29 1.124
47 C 5.16239 1.30628 -0.78331  C2 1.575, P33 1.879, H50 1.120, H53 1.122
48 H -3.80733 3.09395 -0.12953  O30 0.978
49 H 2.56666 0.91230 -2.31780  C34 1.128
50 H 5.82328 2.19618 -0.62503  C47 1.120
51 S -2.81253 4.70674 3.11348  P19 1.924
52 C -0.31376 -1.37629 0.62497  C6 1.580, H8 1.124, H26 1.122, C36 1.571
53 H 5.10737 1.13577 -1.89050  C47 1.122
54 H 3.64161 -0.15348 1.54051  C27 1.123
55 C -1.54776 -2.23448 -1.50752  C6 1.591, H15 1.121, H24 1.116, N32 1.492

***

Number 1: total energy -833.4416 Ha. Number 2: total energy -2064.7899 Ha.